{"formula": "C3H4N2O", "method": "ωB97M-V with the def2-TZVPD basis set", "species": ["O", "N", "N", "C", "C", "C", "H", "H", "H", "H"], "xyz": [[2.38784, 0.12556, 0.33021], [-0.96042, -0.16347, -0.37776], [0.42154, 1.39155, 0.53741], [1.18801, 0.23047, 0.31679], [-0.76836, 1.08498, 0.12992], [0.26595, -0.90215, -0.14782], [0.13787, -1.71880, 0.57136], [-1.87733, -0.56666, -0.49177], [-1.59637, 1.79106, 0.15521], [0.80127, -1.27253, -1.02354]], "lowdin_charge": [0.078, 0.021, 0.125, -0.475, -0.184, -0.090, 0.132, 0.135, 0.131, 0.128], "mol_weight_g_mol": 84.1, "lumo_energy_ha": 0.023, "homo_lumo_gap_ev": 10.34, "homo_energy_ev": -9.71, "relative_energy_kcal_mol": 13.59, "smiles": "O=C1CNC=N1", "energy_ev": -8203.2959}